[1]
Below is a molecular structure, C12H16BrFNO3PTm at a distorted geometry, with properties calculated with ωB97M-V with the def2-TZVPD basis set.

Structure (ORCA input):
```
! wB97M-V def2-TZVPD RIJCOSX def2/J DEFGRID3
* xyz 3 3
N -3.032 3.152 3.052
C -3.610 2.763 1.804
C -2.576 2.507 0.698
C -2.148 1.017 0.624
C -0.801 0.780 -0.003
C 0.414 1.041 0.454
Br 0.706 1.804 2.215
C 1.609 0.754 -0.463
O 2.583 1.459 -0.515
C 1.455 -0.512 -1.288
C 2.666 -1.387 -1.573
C 2.624 -2.634 -0.659
C 3.558 -2.518 0.535
F 3.809 -1.155 0.866
C 0.225 -0.796 -1.734
P -0.260 -2.263 -2.752
O -1.346 -1.992 -3.682
C -0.861 0.173 -1.392
O -1.717 0.533 -2.164
H -3.450 3.958 3.526
H -2.012 3.207 3.039
H -4.353 3.518 1.544
H -4.190 1.846 1.979
H -3.142 2.706 -0.201
H -1.739 3.183 0.792
H -2.879 0.443 0.076
H -2.120 0.598 1.628
H 3.555 -0.809 -1.373
H 2.685 -1.684 -2.606
H 2.800 -3.568 -1.173
H 1.601 -2.694 -0.284
H 3.011 -2.997 1.404
H 4.474 -3.077 0.424
H -0.649 -3.204 -1.766
H 0.930 -2.753 -3.320
Tm 2.179 -1.400 2.287
*
```

Results
**E_LUMO (spin up / spin down)**: -11.837 / -13.085 eV
**Total energy**: -4846.5014 Eh

[2]
Below is C12H16Cl2N2 in the gas phase at a distorted geometry, with properties calculated with ωB97M-V with the def2-TZVPD basis set.

Structure (ORCA input):
```
! wB97M-V def2-TZVPD RIJCOSX def2/J DEFGRID3
* xyz 0 1
C 1.365 -2.817 0.082
C 2.351 -1.880 -0.697
C 1.791 -0.446 -0.964
C 1.531 0.308 0.413
C 2.293 1.689 0.513
C 0.021 0.385 0.806
C -0.018 0.628 2.324
N -0.012 0.987 3.388
C -0.800 1.552 0.143
C -0.372 1.921 -1.258
N -0.142 2.138 -2.338
C -2.313 1.169 0.212
Cl -3.296 2.130 1.355
C -2.884 0.207 -0.502
C -4.383 -0.154 -0.463
Cl -1.922 -0.804 -1.620
H 0.719 -2.286 0.812
H 1.989 -3.526 0.673
H 0.728 -3.411 -0.601
H 2.535 -2.336 -1.698
H 3.328 -1.845 -0.168
H 2.565 0.132 -1.511
H 0.839 -0.512 -1.531
H 2.016 -0.348 1.176
H 3.189 1.614 1.164
H 1.607 2.467 0.903
H 2.617 1.985 -0.504
H -0.503 -0.568 0.614
H -0.682 2.463 0.769
H -4.932 0.384 0.325
H -4.437 -1.259 -0.329
H -4.787 0.031 -1.485
*
```

Results
**E_LUMO**: 0.589 eV
**Total energy**: -1496.6903 Eh
**SMILES string**: CCC[C@@H](C)[C@@H](C#N)[C@@H](C#N)/C(Cl)=C(/C)Cl

[3]
Below is 11 unconnected molecules or ions with the total composition C12H16Cl31NSi at a distorted geometry, with properties calculated with ωB97M-V with the def2-TZVPD basis set.

Structure (ORCA input):
```
! wB97M-V def2-TZVPD RIJCOSX def2/J DEFGRID3
* xyz 0 1
H -3.060 -3.616 4.406
N -2.734 -4.389 3.807
C -3.604 -4.592 2.866
C -3.348 -5.731 1.796
Si -1.874 -5.089 0.722
Cl -2.735 -3.699 -0.664
H -4.504 -3.904 2.841
H -3.064 -6.659 2.373
H -4.260 -5.915 1.159
H -1.191 -6.195 0.053
H -0.997 -4.361 1.663
Cl -2.823 -1.666 1.660
C -2.321 -0.227 0.768
Cl -3.641 0.950 0.685
Cl -0.888 0.494 1.507
H -2.068 -0.526 -0.243
Cl -2.768 -0.143 -2.539
C -1.560 -1.220 -3.257
Cl -1.625 -1.135 -5.021
Cl 0.062 -0.822 -2.675
H -1.790 -2.237 -2.954
Cl 1.407 -1.633 1.650
C 2.576 -0.698 2.592
Cl 1.850 0.812 3.168
Cl 3.183 -1.653 3.951
H 3.414 -0.450 1.947
Cl -4.253 5.714 1.854
C -3.083 4.637 1.080
Cl -3.227 4.724 -0.680
Cl -1.438 5.035 1.590
H -3.299 3.620 1.391
Cl -4.101 8.931 -3.744
C -2.683 7.990 -3.267
Cl -2.722 6.387 -4.011
Cl -1.196 8.839 -3.702
H -2.703 7.867 -2.188
Cl -0.340 5.267 -6.883
C 0.758 6.059 -5.746
Cl 2.158 5.031 -5.420
Cl 1.268 7.636 -6.368
H 0.227 6.216 -4.812
Cl 5.418 -1.504 0.868
C 6.588 -0.570 1.811
Cl 5.860 0.937 2.385
Cl 7.195 -1.523 3.169
H 7.425 -0.321 1.166
Cl -8.898 -4.491 1.459
C -8.145 -4.570 3.057
Cl -6.385 -4.406 2.926
Cl -8.808 -3.323 4.121
H -8.366 -5.541 3.490
Cl 12.861 -1.947 4.619
C 11.116 -2.138 4.414
Cl 10.250 -0.798 5.177
Cl 10.701 -2.252 2.698
H 10.813 -3.060 4.900
Cl 4.562 2.051 -5.689
C 3.043 1.146 -5.633
Cl 3.250 -0.365 -4.736
Cl 1.767 2.127 -4.906
H 2.754 0.902 -6.650
*
```

Results
**E_LUMO**: 0.259 eV
**Total energy**: -15076.9813 Eh
**SMILES string**: [H]/N=C/C[SiH2]Cl.ClC(Cl)Cl.ClC(Cl)Cl.ClC(Cl)Cl.ClC(Cl)Cl.ClC(Cl)Cl.ClC(Cl)Cl.ClC(Cl)Cl.ClC(Cl)Cl.ClC(Cl)Cl.ClC(Cl)Cl

[4]
Below is C12H16ClNO4Si in the gas phase at a distorted geometry, with properties calculated with ωB97M-V with the def2-TZVPD basis set.

Structure (ORCA input):
```
! wB97M-V def2-TZVPD RIJCOSX def2/J DEFGRID3
* xyz 0 1
Cl 0.950 5.610 3.281
C 1.146 4.330 2.161
C 2.350 3.672 2.112
C 2.484 2.660 1.190
C 1.441 2.286 0.353
O 1.638 1.307 -0.587
Si 0.567 0.057 -0.684
O 1.411 -1.354 -0.824
C 1.141 -2.482 0.003
C 0.002 -3.359 -0.587
N -1.386 -2.699 -0.652
C -1.727 -2.097 -2.012
C -0.635 -1.164 -2.609
O -0.506 0.054 -1.956
C -1.861 -1.989 0.571
C -1.633 -0.451 0.610
O -0.300 -0.065 0.723
C 0.226 2.997 0.390
C 0.098 4.024 1.299
H 3.140 3.893 2.832
H 3.432 2.107 1.156
H 2.076 -3.026 0.170
H 0.767 -2.114 0.983
H 0.261 -3.755 -1.544
H -0.133 -4.216 0.100
H -1.940 -2.951 -2.643
H -2.646 -1.492 -1.996
H 0.322 -1.705 -2.592
H -0.860 -0.968 -3.651
H -2.955 -2.190 0.547
H -1.447 -2.460 1.442
H -2.064 0.131 -0.215
H -2.047 -0.006 1.531
H -0.521 2.812 -0.359
H -0.791 4.602 1.457
*
```

Results
**E_LUMO**: 0.843 eV
**Relative energy (zero: lowest compared OMol25 entry of this formula, charge and spin)**: 3.8 kJ/mol
**Total energy**: -1572.4037 Eh
**SMILES string**: Clc1ccc(O[Si]23OCCN(CCO2)CCO3)cc1

[5]
Below is C12H16N2 in the gas phase at a distorted geometry, with properties calculated with ωB97M-V with the def2-TZVPD basis set.

Structure (ORCA input):
```
! wB97M-V def2-TZVPD RIJCOSX def2/J DEFGRID3
* xyz 0 1
C -1.937 1.332 1.910
C -1.819 0.482 0.687
C -2.288 -0.822 0.760
C -2.325 -1.683 -0.307
C -1.839 -1.281 -1.514
C -1.259 -0.011 -1.637
C -1.142 0.836 -0.479
C -0.049 2.015 -0.655
C 1.334 1.558 -1.229
C 1.924 0.329 -0.522
N 2.848 0.516 0.337
C 2.855 -0.820 1.088
C 1.956 -1.778 0.365
N 1.237 -0.874 -0.513
H -1.157 2.073 2.002
H -1.915 0.627 2.755
H -2.851 1.904 1.859
H -2.561 -1.239 1.742
H -2.533 -2.785 -0.151
H -1.649 -1.972 -2.282
H -0.764 0.342 -2.497
H 0.121 2.652 0.285
H -0.290 2.757 -1.391
H 2.125 2.264 -1.095
H 1.170 1.410 -2.286
H 3.899 -1.104 1.094
H 2.502 -0.674 2.144
H 1.267 -2.380 0.947
H 2.588 -2.539 -0.177
H 0.551 -1.135 -1.241
*
```

Results
**E_LUMO**: 0.887 eV
**Relative energy (zero: lowest compared OMol25 entry of this formula, charge and spin)**: 153.0 kJ/mol
**Total energy**: -576.3217 Eh
**SMILES string**: Cc1ccccc1CCC1=NCCN1

[6]
Below is C12H16N2O4 in the gas phase at a distorted geometry, with properties calculated with ωB97M-V with the def2-TZVPD basis set.

Structure (ORCA input):
```
! wB97M-V def2-TZVPD RIJCOSX def2/J DEFGRID3
* xyz 0 1
N -0.664 -0.522 2.058
C -1.368 0.478 1.319
C -0.915 1.914 1.681
C 0.562 2.031 1.379
C 1.516 1.995 2.372
C 2.852 1.609 2.028
C 3.297 1.537 0.678
C 2.359 1.801 -0.319
C 1.037 1.970 0.020
C -1.317 0.249 -0.151
O -1.617 1.134 -0.914
N -1.010 -1.012 -0.517
C -0.739 -1.313 -1.864
C 0.393 -2.259 -1.998
O 0.166 -3.383 -1.226
C -1.915 -1.953 -2.453
O -2.020 -3.074 -2.950
O -3.053 -1.212 -2.461
H 0.270 -0.825 1.615
H -0.561 -0.536 3.049
H -2.407 0.385 1.597
H -1.508 2.592 1.132
H -1.258 2.112 2.779
H 1.393 1.951 3.534
H 3.495 1.213 2.800
H 4.338 1.308 0.625
H 2.552 1.803 -1.380
H 0.177 2.130 -0.641
H -1.035 -1.760 0.174
H -0.665 -0.403 -2.436
H 0.387 -2.600 -3.011
H 1.451 -1.794 -1.848
H -0.537 -3.777 -1.737
H -3.657 -1.789 -2.936
*
```

Results
**E_LUMO**: 0.670 eV
**Relative energy (zero: lowest compared OMol25 entry of this formula, charge and spin)**: 207.5 kJ/mol
**Total energy**: -877.3194 Eh
**SMILES string**: N[C@@H](Cc1ccccc1)C(=O)N[C@@H](CO)C(=O)O